Record 1
This record from the Open Molecules 2025 dataset describes C21H23BrN5O3PdS as an isolated structure. The level of theory is the ωB97M-V functional and the def2-TZVPD basis.

Values from the calculation:
- charge = +1
- 2S+1 = 3
- HOMO (alpha / beta) (eV) = -10.8 / -10.8
- HOMO-LUMO gap (alpha / beta) (eV) = 7.95 / 6.45

Positions of all 55 atoms, in Å:
Pd: -0.457270 -0.818720 0.549694
O: 1.765644 -1.581554 0.069887
S: 1.142428 -2.528979 -0.913104
N: -0.330137 -2.371090 -1.000339
Br: -0.008936 -2.118090 3.131476
C: 0.115466 -0.246000 3.412823
C: 0.435614 0.282188 4.646293
C: 0.490426 1.664560 4.740139
C: 0.225183 2.440920 3.620932
C: -0.084097 1.809647 2.431920
N: -0.135114 0.477518 2.332444
H: 0.633823 -0.360221 5.491030
H: 0.738682 2.129950 5.684419
H: 0.258451 3.519533 3.666466
H: -0.300647 2.361005 1.526511
C: -0.697915 2.061861 -2.966778
C: -0.035242 1.179112 -1.964609
C: 1.383969 0.789017 -2.205842
O: -0.670340 0.789142 -0.984927
H: -0.622211 1.594396 -3.953189
H: -0.163935 3.012901 -3.023080
H: -1.741131 2.231025 -2.713831
H: 1.953645 1.641131 -2.576180
H: 1.382939 0.040773 -3.004717
H: 1.844949 0.369898 -1.315240
C: 0.667324 0.221096 -7.129476
C: -0.439278 -0.085831 -6.158061
C: -0.284125 -1.048825 -5.164512
C: -1.314993 -1.352785 -4.290087
C: -2.541158 -0.702494 -4.400401
N: -3.538510 -1.053990 -3.461474
C: -4.656750 -0.340632 -3.148713
O: -5.142238 0.540831 -3.817301
N: -5.260573 -0.730450 -1.932714
C: -4.620104 -0.888051 -0.703636
C: -5.370489 -1.209518 0.428196
C: -4.742578 -1.335036 1.650115
C: -3.371684 -1.155986 1.731280
N: -2.652856 -0.852135 0.653513
C: -3.250755 -0.710347 -0.530310
C: -2.725277 0.253770 -5.393715
C: -1.672754 0.552977 -6.247680
H: 1.641763 -0.041292 -6.718098
H: 0.680268 1.278078 -7.394639
H: 0.537644 -0.345594 -8.053414
H: 0.657617 -1.580247 -5.077681
H: -1.169798 -2.098887 -3.516614
H: -3.343041 -1.870657 -2.904318
H: -6.204834 -0.376669 -1.879786
H: -6.439974 -1.356566 0.341868
H: -5.307105 -1.579631 2.538398
H: -2.839750 -1.261136 2.666773
H: -2.609430 -0.431721 -1.349743
H: -3.674297 0.755563 -5.493654
H: -1.826606 1.301144 -7.016513

Forces on atoms 1 to 2 (eV/Å):
0.00 -0.04 -0.09
0.01 -0.01 0.01

***

Record 2
This record from the Open Molecules 2025 dataset describes C41H38N2O7PtTe as an isolated structure. The level of theory is the ωB97M-V functional and the def2-TZVPD basis.

Values from the calculation:
- charge = 0
- 2S+1 = 3
- HOMO (alpha / beta) (eV) = -7.2 / -7.8
- HOMO-LUMO gap (alpha / beta) (eV) = 7.22 / 6.91

Positions of all 90 atoms, in Å:
Pt: -0.211867 -0.009022 -2.489749
C: -2.544531 3.194855 3.473626
C: -1.920452 2.287662 2.447177
C: -1.624827 0.961468 2.716621
C: -1.087658 0.117642 1.756218
C: -0.878602 -1.296447 2.147643
O: -1.199009 -2.244251 1.448806
C: -0.296278 -1.577669 3.499889
C: -0.609480 -2.783028 4.123771
C: -0.038086 -3.103558 5.343286
C: 0.868203 -2.232171 5.935755
C: 1.194940 -1.036903 5.312098
C: 0.605958 -0.704357 4.100900
C: -0.794515 0.570161 0.434547
O: -0.235181 -0.279174 -0.373922
C: -1.039650 1.957194 0.170808
C: -1.593887 2.747615 1.186975
C: -0.731771 2.671646 -1.083037
N: -0.536644 2.104539 -2.212494
C: -0.185023 2.820537 -3.436040
C: 1.308407 2.715725 -3.745517
Te: 2.183014 0.808906 -3.169017
C: 2.922579 1.690201 -1.392297
C: 3.829465 2.737561 -1.510575
C: 4.300012 3.382044 -0.374559
C: 3.867098 2.977908 0.881067
C: 2.974956 1.921051 0.995476
C: 2.505606 1.269682 -0.138044
C: -0.590298 4.163061 -1.000442
C: -1.631695 5.012007 -1.357003
C: -1.451680 6.386328 -1.301391
C: -0.232655 6.913403 -0.895841
C: 0.806016 6.064217 -0.540927
C: 0.628820 4.688494 -0.588135
H: -2.703320 2.667270 4.413865
H: -3.512985 3.568004 3.136270
H: -1.911920 4.060554 3.678692
H: -1.835251 0.558568 3.701639
H: -1.307901 -3.453665 3.640079
H: -0.295693 -4.032962 5.834174
H: 1.320020 -2.486939 6.885790
H: 1.906983 -0.362546 5.769606
H: 0.852281 0.229616 3.611880
H: -1.782342 3.792154 0.974833
H: -0.475175 3.870619 -3.387984
H: -0.762461 2.351548 -4.234875
H: 1.870193 3.470749 -3.196750
H: 1.484330 2.865620 -4.809805
H: 4.176270 3.057363 -2.486834
H: 5.007993 4.195162 -0.472454
H: 4.230306 3.481730 1.767631
H: 2.637209 1.599313 1.973067
H: 1.811902 0.446377 -0.051091
H: -2.579556 4.593136 -1.674106
H: -2.264075 7.046436 -1.576027
H: -0.093982 7.985877 -0.855104
H: 1.757222 6.471472 -0.222775
H: 1.434002 4.019529 -0.302413
O: 3.021285 -1.402027 -1.728559
C: 1.992891 -2.094842 -1.767590
O: 1.213250 -2.285576 -2.739124
C: 1.581613 -2.768138 -0.444087
N: 0.243685 -3.398826 -0.675041
C: 0.319824 -4.830501 -0.270325
C: 1.783271 -5.169982 -0.505847
C: 2.500579 -3.914489 -0.007330
H: 1.483596 -1.990411 0.308684
H: 0.095886 -3.291360 -1.697637
H: -0.495955 -2.886551 -0.173660
H: -0.390962 -5.406475 -0.854957
H: 0.053402 -4.884595 0.785259
H: 1.960383 -5.315682 -1.573823
H: 2.086177 -6.075097 0.017341
H: 3.500927 -3.785490 -0.415088
H: 2.578810 -3.937319 1.081278
O: -4.032600 -3.368454 -0.193003
C: -3.295308 -3.663378 -1.267159
C: -3.095544 -5.010683 -1.584735
C: -2.350245 -5.361943 -2.693845
C: -1.788240 -4.382407 -3.509684
C: -1.990931 -3.048709 -3.198773
C: -2.718536 -2.662896 -2.074597
C: -2.974579 -1.217569 -1.746457
O: -3.853280 -0.959560 -0.911138
O: -2.303419 -0.298337 -2.337668
H: -4.101651 -2.370171 -0.193985
H: -3.553470 -5.757447 -0.948812
H: -2.212927 -6.409724 -2.933832
H: -1.210941 -4.653766 -4.383016
H: -1.572298 -2.289879 -3.845795

Forces on atoms 1 to 2 (eV/Å):
0.10 -0.03 0.07
-0.01 -0.01 0.00

***

Record 3
This record from the Open Molecules 2025 dataset describes a 4-piece molecular cluster, C3H10N2O3 overall in a non-equilibrium geometry. The level of theory is the ωB97M-V functional and the def2-TZVPD basis.

Values from the calculation:
- charge = 0
- 2S+1 = 1
- HOMO (eV) = -8.9
- HOMO-LUMO gap (eV) = 9.75

Positions of all 18 atoms, in Å:
C: 0.734177 0.869762 -1.078620
C: 1.436361 0.911401 -2.230111
N: 1.741850 -0.445554 -2.537966
C: 1.322926 -1.174989 -1.377771
N: 0.652147 -0.385782 -0.486528
H: 0.219741 1.694332 -0.542825
H: 1.700918 1.744370 -2.845275
H: 2.599969 -0.561971 -3.017425
H: 1.561847 -2.117010 -1.307374
O: -2.318010 0.294060 -0.179908
H: -1.936226 -0.146007 -0.900419
H: -1.880375 0.015077 0.680170
O: -2.368592 -2.383841 1.813026
H: -3.239281 -2.055667 1.929206
H: -2.302631 -3.038173 2.472194
O: 0.387349 2.237688 3.965058
H: -0.495085 2.353089 3.676743
H: 0.446370 3.111030 4.360054

Forces on atoms 1 to 2 (eV/Å):
-0.93 1.00 1.59
-0.47 -1.72 0.08

***

Record 4
This record from the Open Molecules 2025 dataset describes C27H61CoS3SbSe3Si5 as an isolated structure in a non-equilibrium geometry. The level of theory is the ωB97M-V functional and the def2-TZVPD basis.

Values from the calculation:
- charge = -2
- 2S+1 = 4
- HOMO (alpha / beta) (eV) = -1.0 / -1.0
- HOMO-LUMO gap (alpha / beta) (eV) = 4.72 / 4.75

Positions of all 101 atoms, in Å:
Co: 0.895526 -1.067850 -1.145131
S: -1.683346 1.954153 -3.366297
C: -0.853505 0.800075 -2.514649
S: -0.583817 0.955635 -0.814287
S: -0.182877 -0.596312 -3.238102
C: 2.860874 3.054029 2.896925
Se: 1.625291 1.942264 1.828796
C: 1.981273 2.887355 0.153472
C: 3.077436 2.243361 -0.667908
Se: 2.295238 0.891025 -1.890299
C: 4.010913 0.293505 -2.598890
H: 3.835099 3.036176 2.415084
H: 2.931598 2.634431 3.897288
H: 2.481372 4.074066 2.952282
H: 2.229648 3.916122 0.428384
H: 1.037212 2.872682 -0.399144
H: 3.847728 1.764300 -0.055390
H: 3.562399 2.988173 -1.309915
H: 4.535163 1.105452 -3.100625
H: 3.775095 -0.495048 -3.308776
H: 4.622965 -0.113124 -1.794167
Se: 2.431575 -2.929330 -1.422367
C: 4.090773 -2.912405 -0.490778
C: 5.216949 -3.454169 -1.117001
C: 6.431386 -3.497608 -0.465967
C: 6.546236 -3.006144 0.826813
C: 5.435312 -2.467172 1.457022
C: 4.218284 -2.420136 0.807969
H: 5.112679 -3.827288 -2.126613
H: 7.309129 -3.906623 -0.957734
H: 7.498044 -3.040670 1.339317
H: 5.523082 -2.080037 2.465410
H: 3.352949 -2.000989 1.301485
C: -3.113597 -4.519419 0.107472
Si: -1.870782 -3.324075 -0.746598
C: -0.871447 -4.493678 -1.900810
C: -2.951735 -2.150387 -1.808662
C: -0.814146 -2.414381 0.473233
Si: -0.067340 -3.030480 2.045454
C: -1.384629 -3.533909 3.354447
C: 0.969539 -1.655049 2.888294
C: 1.024620 -4.601060 1.853015
H: -3.537580 -5.202245 -0.625630
H: -3.945377 -3.999443 0.571352
H: -2.622084 -5.113100 0.870393
H: -1.477276 -5.015378 -2.639433
H: -0.344949 -5.237961 -1.308831
H: -0.121761 -3.914789 -2.433675
H: -4.014573 -2.377260 -1.741883
H: -2.667082 -2.180017 -2.856074
H: -2.813736 -1.123738 -1.483182
H: -0.451997 -1.424442 0.144291
H: -2.202424 -2.821866 3.376279
H: -0.967922 -3.591032 4.357452
H: -1.804855 -4.504808 3.121721
H: 0.338027 -0.828843 3.210041
H: 1.677944 -1.239216 2.177383
H: 1.532112 -2.005243 3.752393
H: 0.403677 -5.440093 1.549246
H: 1.554810 -4.884376 2.761096
H: 1.761765 -4.451768 1.070614
C: -5.177362 0.471240 0.019243
Si: -4.589597 0.320028 1.826625
C: -5.953363 1.162446 2.897983
C: -4.666363 -1.517166 2.327576
Sb: -2.119536 1.002229 2.114752
Si: -2.103378 1.307349 4.713920
C: -2.115275 -0.441752 5.501465
C: -0.368356 1.998422 5.163893
C: -3.254491 2.292699 5.923175
Si: -2.572969 3.514561 1.536958
C: -1.034652 4.555956 2.025442
C: -4.009291 4.394802 2.489798
C: -2.950798 3.818679 -0.309523
H: -6.046734 -0.146741 -0.192189
H: -4.387103 0.161327 -0.655756
H: -5.429478 1.496550 -0.235317
H: -6.889676 0.613616 2.854728
H: -6.149296 2.176432 2.568135
H: -5.643513 1.210791 3.936559
H: -5.610089 -1.984080 2.057100
H: -4.545735 -1.626989 3.402935
H: -3.861274 -2.059779 1.842065
H: -1.417027 -1.088805 4.984501
H: -3.094847 -0.904407 5.433241
H: -1.831234 -0.430479 6.552012
H: 0.358661 1.654967 4.431527
H: -0.029384 1.680421 6.146339
H: -0.358491 3.083215 5.146732
H: -4.260569 1.885064 5.943549
H: -3.330456 3.335983 5.635461
H: -2.867675 2.264432 6.940461
H: -0.870105 4.531271 3.098356
H: -1.119408 5.596198 1.722049
H: -0.153313 4.142692 1.549894
H: -3.951636 4.204415 3.556834
H: -4.975851 4.043458 2.143778
H: -3.979202 5.471258 2.339600
H: -2.329753 3.191237 -0.940803
H: -2.775815 4.850394 -0.601550
H: -3.983793 3.579132 -0.543093

Forces on atoms 1 to 2 (eV/Å):
-0.47 -0.42 0.24
-0.28 0.33 -0.38

***

Record 5
This record from the Open Molecules 2025 dataset describes one molecule with the formula C2ClN5 in a non-equilibrium geometry. The level of theory is the ωB97M-V functional and the def2-TZVPD basis.

Values from the calculation:
- charge = 0
- 2S+1 = 1
- HOMO (eV) = -11.3
- HOMO-LUMO gap (eV) = 9.43

Positions of all 8 atoms, in Å:
N: -1.887972 2.229382 0.024532
C: -1.246812 1.280675 -0.081706
C: -0.644772 0.043113 0.031952
N: -0.966431 -1.187134 0.035325
N: 0.123525 -1.941983 -0.005409
N: 1.181862 -1.301288 -0.043754
N: 0.929839 -0.030717 0.038210
Cl: 2.510762 0.907952 0.000850

Forces on atoms 1 to 2 (eV/Å):
0.31 0.09 -0.39
-1.50 0.92 0.81

***

Record 6
This record from the Open Molecules 2025 dataset describes C31H41I2N6O6PReS3 as an isolated structure in a non-equilibrium geometry. The level of theory is the ωB97M-V functional and the def2-TZVPD basis.

Values from the calculation:
- charge = 0
- 2S+1 = 4
- HOMO (alpha / beta) (eV) = -7.8 / -8.4
- HOMO-LUMO gap (alpha / beta) (eV) = 7.13 / 6.84

Positions of all 91 atoms, in Å:
Re: -0.945524 0.445664 1.157990
C: -0.887560 -3.897035 0.152982
C: -0.422583 -2.468192 0.278272
N: -1.096427 -1.659620 1.062075
N: -1.967252 -2.335549 1.914902
C: -2.338338 -1.671372 2.939105
S: -1.859847 -0.034144 3.280482
S: -3.345139 -2.414630 4.164711
C: -2.793570 -4.166292 4.038048
C: -1.515241 -4.392210 4.808205
C: -0.274599 -4.139972 4.224173
C: 0.889756 -4.219560 4.975906
C: 0.830543 -4.559805 6.321405
C: -0.398859 -4.834841 6.906290
C: -1.562576 -4.749361 6.153950
C: 0.856801 -2.085370 -0.255597
C: 1.549029 -2.948044 -1.135777
C: 2.892164 -2.833163 -1.355616
C: 3.612591 -1.849848 -0.656191
C: 2.963997 -0.965601 0.166883
C: 1.562187 -1.004397 0.332927
O: 1.011396 -0.086352 1.098193
H: -1.973146 -3.934828 0.153052
H: -0.537885 -4.469716 1.017956
H: -0.491987 -4.368227 -0.743645
H: -2.694069 -4.372324 2.975504
H: -3.620990 -4.739501 4.452890
H: -0.222681 -3.857762 3.177671
H: 1.845307 -4.002802 4.513880
H: 1.736117 -4.603699 6.913414
H: -0.454156 -5.103189 7.955328
H: -2.525459 -4.943658 6.619652
H: 1.005147 -3.730786 -1.647765
H: 3.398037 -3.506601 -2.038076
H: 4.689875 -1.785185 -0.767265
H: 3.511202 -0.211690 0.719680
C: 4.585766 4.421221 -1.514938
C: 3.578796 4.039737 -0.457327
C: 3.721922 2.864958 0.277131
C: 2.787548 2.505610 1.240925
C: 1.693578 3.327344 1.456740
C: 1.536609 4.518017 0.747987
C: 2.482398 4.865043 -0.197640
S: 0.425691 2.830207 2.575264
O: 0.812148 1.590812 3.196103
O: 0.110093 3.950666 3.415121
N: -0.839432 2.470591 1.584094
C: -1.833986 3.577040 1.459023
C: -2.090974 3.875841 -0.000289
O: -1.802290 4.942246 -0.503783
O: -2.623368 2.862561 -0.685766
H: 5.404738 3.702277 -1.554783
H: 5.001900 5.411852 -1.319238
H: 4.115949 4.452891 -2.502676
H: 4.579225 2.224138 0.091595
H: 2.881275 1.605465 1.833821
H: 0.677141 5.156309 0.929086
H: 2.365157 5.794128 -0.749322
H: -1.472122 4.464823 1.949008
H: -2.772943 3.292980 1.933313
C: -2.185885 -1.577505 -2.738351
N: -2.188872 -0.119933 -2.883707
C: -3.431414 0.438799 -3.393112
P: -0.818786 0.690766 -2.535504
O: -0.399177 0.687013 -1.085366
N: -1.023416 2.220791 -3.053511
C: -0.290380 3.299278 -2.375969
C: -1.371676 2.536561 -4.437346
N: 0.365046 -0.105345 -3.394474
C: 1.757679 0.239719 -3.097592
C: 0.148684 -0.402658 -4.806554
H: -2.387402 -2.064284 -3.698559
H: -2.959019 -1.883093 -2.028495
H: -1.219209 -1.915927 -2.377474
H: -3.541021 0.265050 -4.470069
H: -3.480798 1.508475 -3.186923
H: -4.270677 -0.041227 -2.884723
H: 0.026685 2.983416 -1.385482
H: -0.934035 4.169159 -2.261940
H: 0.598524 3.582110 -2.955698
H: -1.766716 1.667517 -4.959195
H: -0.494766 2.897309 -4.987003
H: -2.127736 3.325289 -4.453713
H: 1.861470 0.493801 -2.045647
H: 2.102304 1.091797 -3.701281
H: 2.399678 -0.610747 -3.312580
H: -0.907062 -0.591507 -5.000198
H: 0.711541 -1.297700 -5.078879
H: 0.477740 0.416285 -5.458218
I: -3.410291 1.081190 0.217087
I: -4.992123 -1.231490 0.751431

Forces on atoms 1 to 2 (eV/Å):
0.90 -0.31 -0.87
0.06 0.10 0.00

***

| no. | total energy (eV) |
| --- | --- |
| 1 | -120095.113 |
| 2 | -70986.990 |
| 3 | -12394.657 |
| 4 | -341091.820 |
| 5 | -22042.016 |
| 6 | -114166.555 |